Run 1
{"formula": "CH4F3N2O4PS", "method": "the ωB97M-V functional and the def2-TZVPD basis", "species": ["C", "N", "N", "O", "O", "O", "O", "F", "F", "F", "P", "S", "H", "H", "H", "H"], "xyz": [[1.57, 0.79, 0.40], [0.98, -1.68, 0.53], [-1.59, -1.33, 1.80], [3.23, -1.54, -0.50], [1.30, -0.49, -1.72], [-2.10, 1.59, -1.08], [-1.24, -0.81, -0.63], [2.33, 1.78, 0.03], [1.60, 0.69, 1.74], [0.21, 1.08, 0.20], [-0.56, -1.31, 0.66], [1.95, -0.87, -0.51], [-1.18, -1.53, 2.67], [-1.74, 1.81, -1.95], [-3.03, 1.79, -0.97], [-1.71, 0.04, -0.68]], "mulliken_charge": [0.53, -0.43, -0.60, -0.56, -0.52, -0.60, -0.42, -0.20, -0.21, -0.20, 0.88, 1.01, 0.27, 0.31, 0.29, 0.46], "homo_lumo_gap_ev": 10.84, "homo_ev": -10.84, "spin_multiplicity": 1}

***

Run 2
{"formula": "CH4F3N2O4PS", "method": "the ωB97M-V functional and the def2-TZVPD basis", "species": ["C", "N", "N", "O", "O", "O", "O", "F", "F", "F", "P", "S", "H", "H", "H", "H"], "xyz": [[-0.93, -1.82, -4.41], [1.03, -0.09, -1.61], [-1.06, -0.37, 0.24], [-0.87, -2.63, -1.88], [-2.14, -0.57, -2.38], [1.35, 0.17, 0.94], [0.83, -2.10, 0.17], [-1.36, -3.07, -4.48], [0.28, -1.74, -4.95], [-1.76, -1.03, -5.06], [0.53, -0.58, -0.19], [-0.94, -1.35, -2.53], [-1.59, 0.26, -0.35], [-1.19, -0.18, 1.22], [2.25, 0.36, 0.65], [0.34, -2.70, -0.41]], "mulliken_charge": [0.61, -0.50, -0.42, -0.62, -0.55, -0.50, -0.46, -0.19, -0.21, -0.19, 0.97, 0.82, 0.24, 0.26, 0.32, 0.41], "homo_lumo_gap_ev": [7.54, 7.54], "homo_ev": [-10.07, -10.07], "spin_multiplicity": 1}

***

Looking at the structures above, which would you pick as the most stable? I would pick run 1.